DFT (the ωB97M-V functional and the def2-TZVPD basis) results for a 2-piece molecular cluster, C5H14NO overall.

## Properties
Total charge: +2
Spin multiplicity: 2
Gap between HOMO and LUMO (alpha / beta), eV: 11.312 / 4.373
Total energy, a.u.: -328.11183
Energy above the lowest of the compared OMol25 structures with the same formula, charge and spin, kJ/mol: 198.68
<S²>: 0.75

Last column: Mulliken charge in e.
Positions of all 21 atoms, in Å:
C (0.644, 2.663, 0.655)  0.007
C (-0.003, 3.692, 0.114)  -0.695
N (-0.080, 1.507, 1.159)  -0.235
H (1.704, 2.589, 0.733)  0.391
H (0.573, 4.544, -0.229)  0.279
H (-1.081, 3.740, 0.033)  0.242
H (-0.079, 0.683, 0.478)  0.267
H (0.322, 1.196, 2.050)  0.423
H (-1.057, 1.745, 1.324)  0.417
C (1.018, -2.290, 0.317)  -1.034
C (-0.364, -1.783, -0.160)  0.252
C (-0.926, -2.770, -1.244)  -1.086
O (-0.249, -0.506, -0.730)  -0.438
H (1.412, -1.624, 1.082)  0.359
H (1.733, -2.362, -0.494)  0.426
H (0.881, -3.284, 0.732)  0.386
H (-1.060, -1.637, 0.647)  0.382
H (-1.131, -3.711, -0.752)  0.394
H (-0.229, -2.911, -2.060)  0.425
H (-1.845, -2.332, -1.627)  0.374
H (0.450, -0.569, -1.446)  0.463